[1]
C29H24NO4OsS2Te as an isolated structure at a distorted geometry. Source: the OMol25 dataset; level of theory: ωB97M-V with the def2-TZVPD basis set.

Element x y z (Å)
H -3.794 -0.680 -4.983
H -5.286 -2.609 4.087
C -1.325 1.354 -3.880
C -4.776 0.743 4.266
C 1.898 1.840 4.657
C 1.833 2.027 0.858
O 0.379 1.888 0.794
C 2.440 0.732 0.271
H -5.028 1.594 4.884
H 3.355 2.689 5.979
S -0.582 -1.556 -2.171
C -0.844 1.809 -5.107
H -2.927 0.108 -7.158
H 3.784 3.991 -2.932
H 1.118 4.598 1.176
Te -0.463 2.120 -2.140
C -3.995 0.918 3.140
C 2.260 2.213 2.300
O 3.569 0.420 0.524
C -2.836 -0.041 1.221
H 1.517 6.508 -0.315
C -1.417 1.353 -6.284
C 3.426 2.908 2.601
C 2.196 3.196 -0.050
N -2.159 0.087 0.297
C -4.144 -1.470 2.685
C -3.683 -0.193 2.352
H 2.864 6.217 -2.373
S -0.047 -2.057 0.582
C 2.671 5.371 -1.726
Os -0.304 0.137 -0.531
H -3.889 -2.315 2.059
H 0.179 -5.874 -0.757
C -2.965 0.014 -5.017
C -4.922 -1.628 3.816
H -2.780 0.116 -2.885
C 2.950 3.037 -1.206
C 3.818 3.073 3.919
H 4.727 3.616 4.141
C 3.050 2.551 4.951
C 1.688 4.455 0.264
H 0.627 1.069 3.121
O 1.675 0.085 -0.586
H 1.307 1.408 5.454
H -0.023 2.515 -5.146
H 1.063 -4.664 0.218
C 1.918 5.535 -0.570
H 4.033 3.310 1.800
C 3.187 4.125 -2.039
C 1.507 1.666 3.336
H -1.037 1.701 -7.235
H -5.851 -0.655 5.482
C 0.113 -4.921 -0.247
C -0.266 -2.699 -0.960
H 3.366 2.071 -1.466
H -0.678 -4.938 0.501
C -2.476 0.457 -6.239
O -0.209 -3.962 -1.275
C -5.237 -0.525 4.601
H -0.011 2.396 1.516
H -3.635 1.900 2.862
C -2.392 0.458 -3.836

Results
Highest occupied orbital energy (alpha / beta): -10.80 / -10.84 eV
Total charge: +1
Kohn-Sham gap (alpha / beta): 5.4 / 5.5 eV
LUMO energy (alpha / beta): -5.35 / -5.33 eV
Relative energy (zero: lowest compared OMol25 entry of this formula, charge and spin): 9.54 kcal/mol
Multiplicity: 1

[2]
C29H25BrN8O5PdS as an isolated structure. Source: the OMol25 dataset; level of theory: ωB97M-V with the def2-TZVPD basis set.

Element x y z (Å)
C -1.424 -1.950 -3.319
C -1.106 1.353 -7.342
C 0.359 4.600 0.757
H -0.118 1.959 -9.156
O -1.256 0.593 0.888
N 2.296 1.043 3.621
N 0.768 6.698 1.887
H -3.406 -4.867 4.128
H 1.201 7.032 1.043
H -3.720 -3.788 6.395
N 0.870 0.098 1.948
H 4.482 -0.719 5.478
C 0.778 -1.674 -2.216
C -0.769 2.380 -8.389
H 0.240 -1.038 -4.089
O -1.131 0.627 3.358
C -0.129 2.634 2.036
H -2.078 -2.033 7.089
H -2.321 -1.808 -7.048
Br 0.262 -0.907 5.846
C 3.031 -1.548 -1.404
C -1.939 -0.840 -6.749
N -2.119 -1.534 -4.433
O -2.259 -5.285 2.058
H 3.634 1.609 5.057
C 0.321 4.695 3.165
C -2.760 -4.084 4.495
C 3.109 -1.535 4.031
O -0.680 -3.793 1.533
C -1.760 -0.565 -5.396
C 0.009 3.351 3.215
H -1.157 0.919 -3.970
H -0.265 3.239 -7.949
C -0.925 1.613 -5.989
C -1.731 -3.659 3.675
C 3.711 -0.522 4.749
N -0.866 -2.695 4.036
H -0.085 2.679 -0.098
N 2.170 -1.273 3.137
C 3.239 0.762 4.505
H 0.419 5.262 4.083
C -2.917 -3.491 5.734
C -1.628 0.114 -7.703
N -0.123 -1.488 -3.264
C -1.010 -2.167 5.242
H -0.642 -2.265 -0.694
C 2.561 -1.891 -0.151
H -0.135 2.847 4.161
H -1.672 2.738 -8.886
H -2.987 -2.029 -4.555
C 0.504 5.337 1.937
H 4.084 -1.365 -1.561
C -2.018 -2.516 6.126
H 3.217 -1.965 0.707
C 2.128 -1.431 -2.444
S -0.523 0.921 2.082
H -0.535 2.576 -5.678
H 3.367 -2.578 4.177
H -1.781 -0.115 -8.751
H 0.483 5.093 -0.199
C 0.388 -2.041 -0.926
C -1.561 -4.320 2.303
C 0.043 3.256 0.809
C -1.262 0.678 -5.021
Pd 0.345 -2.070 2.106
N 1.271 -2.131 0.063
C 1.786 0.017 2.937
O -1.916 -2.693 -2.501
H 1.169 7.097 2.720
H 2.465 -1.150 -3.436

Results
Highest occupied orbital energy (alpha / beta): -7.98 / -8.17 eV
Total charge: 0
Kohn-Sham gap (alpha / beta): 8.4 / 7.3 eV
LUMO energy (alpha / beta): 0.40 / -0.85 eV
Relative energy (zero: lowest compared OMol25 entry of this formula, charge and spin): 10.81 kcal/mol
Multiplicity: 3

[3]
C29H25ClIN6O6Ti as an isolated structure at a distorted geometry. Source: the OMol25 dataset; level of theory: ωB97M-V with the def2-TZVPD basis set.

Element x y z (Å)
Cl -0.192 1.579 -3.817
H 0.148 -3.787 1.443
C 0.687 2.886 -0.876
H 1.316 -6.599 -0.452
C 1.647 3.824 -1.323
N -2.225 -0.639 0.517
H -4.926 -2.450 1.057
C -1.862 -2.423 4.369
O 0.943 6.025 -0.722
C 3.553 -1.367 -2.740
H -2.229 -1.096 6.033
H 2.594 5.120 -3.043
H -5.004 1.851 -4.003
H -2.680 2.628 -4.443
H -2.295 -2.765 0.296
C -0.746 2.857 -0.410
H 2.978 0.917 -1.440
H -3.407 -1.547 -1.949
C -1.234 -2.593 3.150
H 4.310 -0.853 -2.135
C -2.837 -1.867 0.546
C 2.762 3.062 -1.635
C 1.690 -4.508 -0.604
O -1.420 3.857 -0.300
C 1.559 5.299 -1.437
H -2.995 1.299 0.913
C -0.945 -0.228 4.547
N 0.167 -1.688 1.331
C -2.864 1.718 -3.889
H 2.816 -0.628 -3.065
C -1.736 -1.235 5.080
Ti 0.037 -0.062 -0.219
C -0.314 -0.412 3.330
I 0.982 1.093 2.657
H 1.818 -5.035 1.809
H -0.803 0.700 5.086
O 1.670 -5.902 1.415
H 3.743 3.351 -1.977
C -4.336 0.095 -2.947
N 2.459 1.786 -1.362
O -1.114 1.641 -0.166
C -0.780 -0.920 -2.091
H 0.077 -0.939 -2.769
N 1.221 1.681 -0.918
H -5.162 0.072 1.403
C -3.245 -0.622 -2.486
H -1.039 -1.950 -1.829
C -4.136 -1.734 0.921
N -4.313 -0.385 1.128
C -1.920 -0.196 -2.672
H 0.020 -5.589 0.195
H 4.045 -1.790 -3.613
H 2.839 -5.720 -1.927
O 2.326 5.826 -2.443
C -1.788 0.987 -3.417
H -5.337 -0.280 -2.762
C -3.140 0.234 0.869
C 2.010 -2.138 -0.932
N 3.189 -3.727 -2.314
C -4.157 1.280 -3.644
C 1.110 -5.688 0.112
H -2.472 -3.227 4.764
C 1.362 -3.179 -0.210
C -0.443 -1.583 2.561
C 0.496 -2.927 0.880
C 2.586 -4.705 -1.630
O 1.823 -0.849 -0.653
H -1.394 -3.516 2.611
C 2.894 -2.472 -1.963

Results
Highest occupied orbital energy (alpha / beta): -2.93 / -4.88 eV
Total charge: -1
Kohn-Sham gap (alpha / beta): 5.2 / 7.1 eV
LUMO energy (alpha / beta): 2.23 / 2.22 eV
Relative energy (zero: lowest compared OMol25 entry of this formula, charge and spin): 23.20 kcal/mol
Multiplicity: 3

[4]
C29H25FN3O2Pt as an isolated structure at a distorted geometry. Source: the OMol25 dataset; level of theory: ωB97M-V with the def2-TZVPD basis set.

Element x y z (Å)
H 3.031 -3.860 3.979
C 1.370 3.320 -2.138
H 0.317 -0.255 -2.490
C 2.953 -2.340 2.452
H -0.298 3.750 2.976
H -2.348 -4.891 -3.628
H -2.237 4.424 -1.393
C 3.810 -1.975 4.691
C 3.113 -0.945 2.189
N 0.144 -1.481 -0.939
H -2.557 4.745 2.888
C -2.398 3.680 2.593
C -1.142 -3.334 -2.908
C -1.000 -1.423 -4.477
C -1.164 3.186 2.645
C -3.210 1.558 1.778
H -4.391 3.305 1.805
C 0.848 4.500 -2.719
C -3.399 2.920 2.035
H 0.189 -3.535 -0.346
C 3.596 -0.082 3.230
H -0.896 5.677 -2.902
C -0.653 -2.043 -3.155
Pt 0.587 0.071 0.296
H 3.109 0.591 0.724
C -2.001 -3.937 -3.795
F 3.904 -2.470 5.979
C -0.506 4.799 -2.461
N -0.562 -0.989 1.645
O 0.436 1.570 1.899
C -0.846 2.780 -1.176
C -0.828 1.846 2.292
C 0.059 -1.285 -2.205
C 0.517 2.438 -1.334
H -2.061 -1.572 -6.270
O -0.317 -0.467 -4.782
H -2.514 -1.151 1.793
H 2.347 2.893 -2.332
C -1.742 -0.450 1.818
C -1.934 -2.090 -5.288
N 1.175 1.371 -0.910
C -1.960 0.982 2.029
C -1.284 3.957 -1.658
C -2.437 -3.292 -4.995
H 2.825 -1.030 0.006
H 4.298 0.000 5.317
C 3.889 -0.614 4.503
C 3.345 -2.857 3.668
C -0.418 -2.450 1.313
H 0.487 -2.833 1.697
H 4.269 0.759 2.932
H -1.240 -3.042 1.736
H 2.671 -2.964 1.629
H -1.405 -2.806 -0.469
H -1.498 2.066 -0.739
H 1.503 5.141 -3.356
C 2.719 -0.388 0.930
H -4.028 0.923 1.464
H -3.062 -3.866 -5.722
H -0.791 -3.893 -2.105
C -0.383 -2.642 -0.237

Results
Highest occupied orbital energy (alpha / beta): -2.60 / -4.20 eV
Total charge: -1
Kohn-Sham gap (alpha / beta): 5.2 / 5.3 eV
LUMO energy (alpha / beta): 2.59 / 1.14 eV
Relative energy (zero: lowest compared OMol25 entry of this formula, charge and spin): 0.00 kcal/mol
Multiplicity: 5

[5]
C29H25N3SmTe as an isolated structure at a distorted geometry. Source: the OMol25 dataset; level of theory: ωB97M-V with the def2-TZVPD basis set.

Element x y z (Å)
H -4.428 -3.181 -3.271
H 2.602 3.535 2.809
C 1.688 2.222 -4.737
C -2.454 -1.853 3.619
H -4.883 -0.794 -3.780
H -3.551 -3.608 4.230
H 5.257 -0.654 -0.336
H -0.054 5.118 -4.460
C 4.313 2.618 1.882
H 0.324 -5.018 1.560
H -0.981 -5.011 0.358
Sm 0.813 -1.007 0.343
C -0.322 -4.357 0.955
C 4.798 1.489 1.239
C 0.717 1.548 2.356
H -2.918 -1.209 4.368
H 5.860 1.383 1.005
C 0.272 4.102 -4.250
C -2.611 -2.754 -2.203
H 0.435 3.615 2.967
C -1.246 2.361 3.467
C -1.497 -1.346 2.744
C -3.749 -2.405 -2.920
C -3.133 -0.081 -2.772
H -3.321 0.963 -3.011
H -2.390 -3.803 -2.005
N 0.161 0.317 2.267
C -1.130 -3.479 1.854
C -1.741 -1.770 -1.764
C 3.904 0.472 0.910
C 0.129 2.110 -2.929
C 4.345 -0.803 0.265
H 4.985 3.443 2.116
C -1.052 0.063 2.805
C -1.782 1.081 3.424
C 1.135 1.518 -3.683
C 1.265 3.514 -5.018
H 4.589 -1.551 1.040
C -2.783 -3.205 3.570
H -2.322 -5.102 2.638
H 2.470 1.760 -5.340
H -1.095 3.864 -2.603
C -3.999 -1.072 -3.208
C -0.306 3.405 -3.202
H 1.479 0.505 -3.448
H -0.800 -2.069 -1.246
C -1.999 -0.426 -2.040
Te -0.756 1.134 -1.204
C -2.111 -4.028 2.683
C 2.970 2.683 2.241
H -1.805 3.168 3.937
H 0.329 -3.770 0.276
H -2.760 0.879 3.862
N 2.595 0.562 1.200
C 0.011 2.608 2.932
H 1.713 4.066 -5.849
H 3.553 -1.219 -0.396
C 2.120 1.633 1.896
N -0.852 -2.163 1.858

Results
Highest occupied orbital energy (alpha / beta): -16.81 / -16.81 eV
Total charge: +3
Kohn-Sham gap (alpha / beta): 5.2 / 7.1 eV
LUMO energy (alpha / beta): -11.56 / -9.73 eV
Multiplicity: 6

[6]
C29H26AuClIN6O4S as an isolated structure at a distorted geometry. Source: the OMol25 dataset; level of theory: ωB97M-V with the def2-TZVPD basis set.

Element x y z (Å)
H 2.946 -3.127 0.961
H -3.940 -2.167 2.081
C 0.701 -3.305 3.492
H -3.893 3.222 -3.705
H -4.126 1.509 -1.558
H 1.160 2.362 -4.039
H 2.720 -3.989 3.268
H -3.348 3.091 -1.329
H -1.284 -2.479 3.440
H -4.221 1.532 -4.097
N 2.681 0.873 0.047
O -0.985 -0.648 -0.404
Cl 6.172 0.624 3.795
C 1.889 0.876 2.304
I 0.634 1.001 5.021
C -1.202 1.803 -2.947
C 3.531 0.734 4.129
C -0.354 -2.624 2.905
N -1.143 3.434 1.740
C -3.425 2.266 -3.957
C 0.813 1.335 -4.146
H 3.360 0.914 -1.884
C -3.039 -4.429 -0.921
H -5.370 -4.112 1.519
C 2.224 0.819 3.693
N 2.256 3.980 1.059
H -0.714 -0.358 -5.327
H -2.273 0.102 -4.656
C -2.235 -3.345 -0.610
C 3.652 0.865 -0.843
C -1.339 0.490 -5.053
H 1.054 -1.914 -0.095
C 0.967 -2.309 0.909
S -1.535 -1.135 0.911
O 0.698 1.004 1.933
C -0.096 4.085 2.121
H 6.374 0.710 1.151
C -4.492 -3.895 0.926
C -0.205 -2.125 1.621
Au 0.380 1.402 -0.235
N -0.204 5.713 4.116
H -4.786 -5.552 -0.395
H -2.784 -5.065 -1.758
C -0.202 4.989 3.224
O -1.314 2.584 0.857
H 3.748 0.712 5.187
N -2.556 1.868 -2.859
C -3.692 -2.806 1.242
C 5.340 0.748 0.838
C 4.321 0.751 1.806
C 4.568 0.703 3.214
H 1.121 0.944 -5.111
H 5.764 0.817 -1.256
C 1.200 4.012 1.513
H -2.876 2.397 -4.882
C 5.003 0.805 -0.490
C -2.569 -2.550 0.473
C -4.163 -4.702 -0.152
N -0.640 1.280 -4.053
H 1.269 0.741 -3.347
O -0.441 2.249 -2.041
C 2.023 -2.979 1.508
C -3.172 2.036 -1.557
C 1.894 -3.469 2.802
C 2.991 0.825 1.353
H -1.539 1.072 -5.955
H 0.593 -3.703 4.492
H -1.356 -3.112 -1.196
H -2.535 1.620 -0.792

Results
Highest occupied orbital energy (alpha / beta): -11.29 / -11.01 eV
Total charge: +1
Kohn-Sham gap (alpha / beta): 7.9 / 5.5 eV
LUMO energy (alpha / beta): -3.43 / -5.51 eV
Multiplicity: 3

[7]
C29H26BCl7N11O3Ta as an isolated structure. Source: the OMol25 dataset; level of theory: ωB97M-V with the def2-TZVPD basis set.

Element x y z (Å)
C 1.295 -0.693 -4.217
N 1.525 3.839 -1.088
C 1.804 -1.380 -5.292
C 1.755 -2.718 5.058
C 3.589 -0.861 0.515
N 2.140 3.192 -0.018
Cl -5.494 0.529 -5.548
Cl -6.066 2.373 -0.499
N 0.857 -1.240 3.687
N 1.641 -0.532 4.544
C 1.977 -2.760 -5.220
C 3.191 0.603 -1.577
C -4.868 0.779 -3.976
C -0.250 3.005 3.031
O -0.064 3.882 -2.690
H -3.445 -3.280 1.767
B 0.404 -0.599 2.401
C 2.774 -1.233 1.564
C -5.649 1.416 -3.006
N 0.439 -0.765 -1.973
Ta -0.446 0.399 -0.742
C 2.790 -0.078 -0.315
N -0.485 1.498 1.391
C 0.188 1.781 3.484
H 1.846 4.737 -1.416
H -0.644 4.800 1.015
Cl 0.700 -3.657 -1.560
C -3.065 0.551 -2.397
N -1.154 -1.295 0.537
H 3.127 3.070 -0.203
C -3.856 1.175 -1.444
H 2.412 1.264 -1.945
H 3.209 -1.764 7.212
H 4.099 1.184 -1.409
H -0.283 3.933 3.574
H 3.419 -0.128 -2.355
H 2.016 3.717 0.840
Cl 1.044 0.998 -4.310
C 1.635 -3.478 -4.070
H 2.013 -3.634 5.560
H 2.991 -1.799 2.455
N 1.557 -0.713 1.363
H 1.775 -4.548 -4.024
H 2.689 -0.090 6.984
C 3.085 -0.970 6.479
C 0.455 3.331 -1.756
O -1.850 0.129 -2.060
Cl -7.229 1.955 -3.385
H -1.177 3.660 -0.225
O 0.025 2.140 -1.296
H -2.087 -2.323 -1.776
C -2.821 -2.408 -0.978
Cl -2.603 -0.474 -4.820
C 0.929 -1.377 -3.005
C -1.200 3.879 0.836
C -2.628 -2.604 1.583
C -5.140 1.611 -1.722
Cl -3.109 1.340 0.102
C 1.119 -2.809 -2.993
H 2.383 -3.287 -6.073
H 4.069 -0.714 6.086
H -3.663 -1.752 -1.206
H 2.060 -0.839 -6.193
C -3.581 0.341 -3.671
C -0.644 2.798 1.709
H 0.611 1.471 4.423
H -2.238 4.076 1.108
H -1.668 -2.238 3.568
N -0.850 -1.328 1.861
C 0.936 -2.569 3.973
H 4.630 -1.097 0.380
C -2.225 -2.094 0.352
N 1.559 0.008 0.212
N 0.056 0.896 2.492
C -1.738 -2.090 2.503
C 2.171 -1.406 5.380
H -3.199 -3.429 -0.958
H 0.427 -3.311 3.380

Results
Highest occupied orbital energy (alpha / beta): -11.10 / -11.26 eV
Total charge: +1
Kohn-Sham gap (alpha / beta): 8.0 / 6.2 eV
LUMO energy (alpha / beta): -3.12 / -5.02 eV
Relative energy (zero: lowest compared OMol25 entry of this formula, charge and spin): 12.65 kcal/mol
Multiplicity: 2

Number 1: E -2630.0570 a.u.. Number 2: E -5034.4933 a.u.. Number 3: E -3507.6461 a.u.. Number 4: E -1653.7854 a.u.. Number 5: E -2209.4397 a.u.. Number 6: E -3041.5653 a.u.. Number 7: E -5252.0223 a.u..